Entry 1:
ORCA calculation (wB97M-V/def2-TZVPD) on C40H59CsI2N12O5PS2 as an isolated structure.

Orbital gap (spin up / spin down) in eV: 5.4 / 5.7
Lowest unoccupied orbital energy (spin up / spin down) in eV: 3.424 / 3.424
Expectation value of S²: 1.8000
M in g mol⁻¹: 1269.81
2S+1: 2
Charge: -2

Structure (XYZ):
```
122
Properties=species:S:1:pos:R:3:mulliken_charge:R:1
C -2.9659 2.2099 -0.9030 0.548
H -6.2991 -1.3854 -1.0707 0.331
H -1.0447 1.3173 1.9596 0.152
C 2.6315 3.5982 2.9285 -0.740
C 0.3557 4.0442 2.1028 -0.191
H 1.1731 -3.3505 4.2250 0.266
O -1.6376 0.5766 2.1715 -0.224
H 2.7178 5.5712 2.1175 0.114
C 0.1480 -3.0353 4.0114 -0.429
H -0.5166 -3.8797 4.2101 0.409
H 4.6471 4.5824 0.3954 0.575
H -3.0843 -1.4414 -2.9157 0.225
C -0.6217 -4.4270 -3.9013 -0.584
C -2.6802 1.8816 -2.1975 0.281
C -5.4052 -0.9931 -0.5493 -0.619
H -4.1653 -5.9217 -1.5719 0.412
H 1.3885 0.0494 1.9373 -0.908
C -3.7354 -4.1185 1.2201 -0.450
H 4.9847 3.4889 -3.4279 0.464
H -4.7197 -2.1435 -2.8925 0.240
H -0.9138 -7.7241 -4.6033 0.253
Cs -0.3763 -0.3110 -0.0035 1.195
C -0.7597 0.1229 5.5191 -0.403
N -2.5067 -3.6773 1.0041 -0.243
H -0.7553 5.1298 3.5927 0.424
H 4.7652 -1.2969 -0.1184 0.442
C -3.6233 1.1553 -2.9988 0.304
C -2.1680 1.4774 -4.9159 -0.811
H 2.8894 -1.7016 1.8175 0.015
H -0.4793 -2.7714 6.7147 0.171
N -4.3618 -0.6027 -1.4748 0.910
O 1.3239 -4.2866 -1.9891 -0.663
N 0.0241 -2.9630 0.7218 -0.763
C -1.4223 2.2629 -2.7517 -0.729
C 2.5011 4.4538 -1.1973 -0.662
H 3.6098 1.0344 -0.8929 -0.363
C 4.7105 -0.5681 1.9171 -0.971
H 0.0775 -2.8083 2.9468 -0.214
P 1.8518 2.4672 0.5310 -1.639
C -3.3497 0.9999 -4.3375 -0.157
H 3.5736 3.2377 2.5202 0.470
H -1.1506 -0.4585 7.6223 0.388
H 1.5210 4.1102 -1.5289 0.067
H -1.2061 0.1558 2.9472 0.279
H 2.6802 -0.3516 -0.3318 0.041
H 3.2609 -1.1228 3.4407 0.514
C -0.8427 -0.6719 6.6143 -0.639
C 5.2439 3.3197 -1.2837 -0.958
C -4.7911 0.5118 -2.3117 -1.490
C -0.6832 -6.6738 -4.7515 -0.690
C -5.2477 2.1007 2.5178 -0.007
H -4.2010 -3.7877 2.1442 0.458
O 1.1487 -2.5984 0.1398 -0.385
C -0.2365 -1.8560 4.8348 0.066
C 3.4323 0.3928 -0.0308 0.292
H -4.0753 0.4674 -4.9444 0.316
H -5.2860 1.2292 -1.6481 0.614
S -6.7202 2.1228 1.9882 -0.297
C -4.4143 -4.9376 0.3306 -0.652
N -2.4805 -4.8803 -1.0629 -0.027
I -3.3984 1.9201 7.7481 -0.825
H 3.7446 2.5282 -2.6268 0.222
C 3.4539 4.6376 -2.3981 -0.836
H 2.5195 3.1295 3.9180 0.417
H 2.3600 5.4259 -0.6942 0.216
C -1.9289 -4.0761 -0.1413 0.096
H 0.1420 -2.9539 -5.2376 0.420
C -1.1981 2.0657 -4.0917 -0.475
H 0.1755 3.7826 4.2175 0.151
H 0.2225 -8.1203 -6.6847 0.234
H -0.2432 2.3692 -4.5043 0.484
H 0.8140 -6.9049 -7.6333 0.225
H -1.9895 1.3480 -5.9751 0.366
H 2.8702 4.7949 -3.3082 0.415
H 5.3815 -1.3916 2.1764 0.449
H -0.5164 3.4664 1.8016 0.079
H -0.9873 1.1740 5.4568 0.397
N 2.9989 3.4565 -0.2708 1.155
H 4.0777 5.5286 -2.2611 0.284
H 6.0545 4.0535 -1.3515 0.429
C -3.7164 -5.2837 -0.8150 -0.146
C 0.2006 4.6110 3.5051 -0.866
C -3.9082 -1.7293 -2.2635 -0.361
C -0.0880 -4.0046 -5.1121 -0.516
H 5.0798 0.3269 2.4266 0.249
N 1.5417 3.1838 2.0468 0.916
H -5.4210 -5.2811 0.5193 0.404
H 0.4230 4.8796 1.3858 0.155
C 4.7140 -0.3360 0.4011 -0.803
C -0.1412 -6.2583 -5.9629 1.022
C -0.9195 -5.7706 -3.7257 -0.106
C 4.4145 3.5787 -0.0003 -0.665
H -3.5482 -2.5214 -1.6092 -0.309
C 2.6494 5.1121 3.1086 -0.757
H 1.1065 6.5802 3.5116 0.344
H 2.3470 0.9833 3.0640 0.143
H 3.5366 5.4188 3.6700 0.453
N -0.6396 -3.6522 -0.3364 0.206
C 3.2869 -0.8539 2.3826 -0.576
H 5.5993 0.2420 0.1168 0.222
I -4.2609 1.9612 4.3339 0.146
O -3.3298 2.7591 0.0497 -0.414
N -0.4979 -1.9312 6.1673 -0.019
N -0.3810 -0.6203 4.4180 -0.128
C 0.1472 -4.9086 -6.1358 -0.589
H 1.5297 5.5990 4.9044 0.297
H -5.7037 -0.1398 0.0605 0.000
H 4.6877 2.8563 0.7652 0.146
H 5.7104 2.3317 -1.2367 0.183
S 0.3799 -3.2173 -1.7326 0.614
H -5.5366 0.1952 -3.0649 0.413
H -0.6591 2.6669 -2.0905 0.406
H -1.3288 -6.0853 -2.7768 0.440
N 0.6099 2.1530 -0.2821 -0.564
N 0.0643 -7.1809 -7.0170 -0.645
C 2.4029 0.3833 2.1575 0.159
N 2.9455 1.2353 1.0765 1.159
C 1.3648 5.5643 3.8243 -0.688
H 0.5674 -4.5632 -7.0746 0.258
O -0.8470 -3.4945 -2.9217 0.186
H -5.0319 -1.7725 0.1156 0.014
C 4.3637 3.4234 -2.5302 -0.618
```

---

Entry 2:
ORCA calculation (wB97M-V/def2-TZVPD) on C40H59MoN3O2SSi4Te as an isolated structure.

Orbital gap (spin up / spin down) in eV: 5.3 / 6.0
Lowest unoccupied orbital energy (spin up / spin down) in eV: -6.602 / -6.159
Expectation value of S²: 2.1191
M in g mol⁻¹: 981.88
2S+1: 3
Relative energy (zero: lowest compared OMol25 entry of this formula, charge and spin) in kJ/mol: 0.0
Charge: +2

Structure (XYZ):
```
111
Properties=species:S:1:pos:R:3:mulliken_charge:R:1
H 4.5236 -4.5727 -0.4080 0.372
H 1.7705 -3.1278 6.4601 0.396
H 0.1856 -2.3591 6.3068 0.250
H 1.6149 -1.3781 6.6578 0.284
H 5.9685 -3.9160 -3.1094 0.354
H -0.5453 4.1952 -2.3683 0.580
C 2.8682 2.8371 -4.1528 -0.702
H -3.2815 -2.4650 2.0660 0.523
H 3.6937 -0.7988 4.5080 0.267
H 2.8626 -5.0193 -0.8030 0.492
H -1.9816 5.9090 -1.3497 0.485
H 1.8698 1.5906 -5.5861 0.513
H -2.2814 -0.3324 5.7685 0.275
H -1.9740 -2.0510 5.4833 0.257
C -2.6474 1.3480 -5.4920 -0.674
C 2.7621 -1.3178 -1.9116 0.002
H -3.6269 2.3019 -1.8654 0.197
C -1.7114 2.4187 0.2769 0.026
C -3.3612 2.0252 -2.8798 -0.182
C -2.5672 3.3687 0.8124 -0.707
H 3.5607 -1.4954 2.8879 0.198
H -3.1525 3.1281 1.6907 0.411
H 1.0210 0.8263 6.7857 0.232
H -0.1161 3.1429 2.6743 -0.113
H 6.5611 -2.2544 -2.9369 0.405
C 2.6457 2.1721 4.2263 -0.969
H 0.8889 -3.3595 2.2717 -0.073
H -1.2416 3.0682 4.0410 0.280
H -0.5881 1.5197 6.5310 0.291
C 1.2502 -2.2382 6.0882 -1.051
C -2.2176 -2.2452 2.2133 -0.754
Si 0.2633 -0.2149 3.4999 -0.192
O -2.0404 -0.3088 -0.8989 -0.030
H 0.7887 2.5764 6.8720 0.415
C -0.1877 3.1730 3.7609 -0.616
Te 1.3583 -0.0376 1.1762 -0.884
H 3.6330 3.9997 -2.5104 0.460
H 4.6154 -0.3565 -2.6164 0.543
Si 1.5607 -2.0283 4.2631 0.517
H 3.6562 3.1310 -4.8352 0.451
H -2.8681 1.5517 3.1691 0.190
H -4.1452 0.3564 2.9024 0.582
C -3.0310 3.7101 -6.2692 -1.668
H 0.1495 4.1612 4.0947 0.537
C -3.0961 0.5923 2.6949 -0.120
H -2.1651 3.6230 -6.9245 0.399
C -3.3547 2.9817 -3.8757 -1.060
C 2.8507 3.3312 -2.8482 -0.786
C 4.0872 -1.2496 -2.3234 -1.553
H -4.5382 0.6398 -0.7249 0.263
S -3.0382 -0.6056 -2.0643 0.437
N 2.4606 -2.6324 -1.6326 1.274
H -2.3875 -0.6514 -4.7500 0.481
N -0.1973 1.6976 -1.4831 1.843
H 1.9347 -4.8178 -3.0163 0.591
Mo 0.0390 -0.1914 -1.1082 -0.888
C 3.8022 -4.6726 -1.2174 -1.152
C 1.1711 -3.1953 -1.8438 -0.650
C 1.8671 1.9772 -4.5744 -0.898
C 1.0592 -4.3803 -2.5565 -0.183
H 3.2798 1.3931 4.6608 0.269
H 1.7711 -4.3573 3.4463 0.440
C -0.1734 -5.0014 -2.6924 -0.784
H 2.8652 2.2271 3.1550 0.238
C -0.9726 2.7070 -0.8701 -0.546
O 1.9004 -0.3970 -1.7564 0.707
C 1.0266 -3.5609 3.3402 -0.645
H 6.4313 -3.2978 -1.5203 0.328
H -3.0548 4.7142 -5.8502 0.384
Si -2.0089 -0.7771 3.3491 0.359
C 0.8200 2.1248 -2.4114 -0.346
C -2.6455 0.3749 -4.5088 -0.706
C 3.3639 -1.6807 3.9487 -0.958
C -1.1980 -3.2520 -1.4387 0.282
N 3.5946 -3.3766 -1.8787 -0.375
C -1.3070 -4.4513 -2.1100 -1.119
H -1.6049 1.4536 0.7472 0.093
H -2.2583 -4.9638 -2.1612 0.518
C 0.8427 1.6224 -3.7029 0.028
C -2.9991 0.7217 -3.2064 0.884
H -0.2370 -5.9389 -3.2331 0.454
C -2.5059 -1.1732 5.1030 -1.083
H 1.8236 3.3439 -0.9601 0.570
H -2.3687 1.0862 -6.5074 0.450
C -3.0046 2.6631 -5.1918 0.858
H 0.0803 -1.9164 -0.4342 -0.269
C -1.9118 4.9273 -0.8943 -0.904
H -3.9222 3.5877 -6.8891 0.342
H -3.5805 -1.3764 5.1720 0.405
H 0.0408 0.9688 -4.0336 0.364
C -2.6633 4.6294 0.2400 -0.891
C 0.0138 -2.5566 -1.3591 1.751
H -2.0522 -2.8594 -0.9129 0.388
H 4.1650 -5.4029 -1.9373 0.379
C -1.0869 3.9722 -1.4580 -0.278
C 0.4799 1.6680 6.3439 -1.018
H 3.9794 -2.5281 4.2705 0.410
H -5.3637 -0.2924 -2.0315 0.466
Si 0.8418 1.8316 4.5255 0.590
H -3.3086 5.3803 0.6793 0.490
H 2.9297 3.1266 4.6809 0.407
H -2.9815 0.7072 1.6112 -0.523
C 4.5769 -2.5374 -2.2519 0.773
H -1.7405 -3.1441 2.6134 0.373
H -1.7702 -2.0341 1.2338 -0.257
C -4.5920 -0.3082 -1.2603 -1.164
H -4.7641 -1.1324 -0.5681 0.440
C 1.8360 2.9740 -1.9783 0.099
C 5.9618 -3.0320 -2.4711 -1.541
H 0.0806 -3.9392 3.7400 0.290
H -3.6295 4.0018 -3.6286 0.408
```

---

Entry 3:
ORCA calculation (wB97M-V/def2-TZVPD) on C40H60EuN15O2 as an isolated structure.

Orbital gap (spin up / spin down) in eV: 7.2 / 7.2
Lowest unoccupied orbital energy (spin up / spin down) in eV: -5.756 / -5.721
Expectation value of S²: 12.0090
M in g mol⁻¹: 934.99
2S+1: 7
Relative energy (zero: lowest compared OMol25 entry of this formula, charge and spin) in kJ/mol: 0.0
Charge: +2

Structure (XYZ):
```
118
Properties=species:S:1:pos:R:3:mulliken_charge:R:1
C 2.0728 -3.0717 -0.4427 0.820
C -1.2970 4.7150 -0.1255 -1.160
H 1.9112 1.8532 3.1296 0.893
H -2.2272 -3.5263 5.3444 0.386
C 1.4252 -2.4465 -3.4910 -0.286
C 2.3401 2.8121 -1.0799 -0.353
C 3.2587 -3.9352 -3.9978 -0.767
H -4.4941 -0.5731 -5.1003 0.472
C 0.0338 -2.2787 -3.2690 0.482
C -1.0757 -3.0886 2.3831 -0.515
H -1.1060 -4.9354 0.0046 0.343
C -4.8417 -0.6662 -0.5066 -1.352
H -1.4965 -2.0614 4.6936 0.326
H 1.5352 0.5292 4.2027 0.398
H 2.4869 -2.0026 1.9976 0.450
H -0.5831 -5.6533 4.2588 0.399
C 3.5455 -1.6155 -3.5902 -0.030
H -1.4663 5.9383 2.4827 0.378
H 3.4873 -0.3619 0.9006 0.315
H -0.4746 1.8584 3.8403 0.723
C -4.1837 -0.7468 0.6818 -1.323
H -0.4488 -3.2905 -0.1590 -0.117
H -0.5475 5.2617 0.4403 0.405
H -5.8179 -0.5235 -3.0175 0.494
N -2.0476 -0.8359 -0.4265 2.379
H 2.0882 5.6875 0.2483 0.454
C 3.8190 4.7671 -1.4597 -1.107
C -4.7387 -0.6072 -2.9827 -0.905
H 1.2293 3.5011 3.0142 0.214
H -2.0166 -0.8274 -4.9710 0.605
C 0.9644 -4.8241 -3.9490 -0.985
C -1.8043 4.9360 2.7580 -1.183
C -1.3186 -5.2410 3.5659 -1.130
H 2.6102 0.8548 -2.6934 0.141
H 4.6825 5.0523 -0.8571 0.365
H -2.3116 -5.5704 3.8832 0.360
C -2.6084 -0.7722 -4.0654 -0.307
H 4.1938 -0.7460 -3.5292 0.432
O 2.6501 -4.0828 -0.6109 -0.656
C -0.3689 -4.6208 -3.7592 -1.054
C 0.4235 4.1273 3.3733 -1.070
H -0.6767 0.2692 3.1239 0.149
C -2.7750 -0.8174 0.6698 -0.424
H -1.1072 -5.6434 2.5781 0.290
O -0.5131 0.8406 -1.7694 -0.706
N 0.1354 -0.1420 -2.2137 0.382
C 3.1652 0.4232 1.5891 -1.535
N -0.7610 3.9398 2.5553 0.531
C 1.8697 -3.7441 -3.8157 1.605
N 1.9322 2.7995 -2.3767 0.961
H 0.5357 3.7623 -3.5797 0.256
C 2.0495 -1.3615 2.7580 -1.854
C -0.8261 -3.3373 -3.4036 -0.243
Eu 0.4370 -0.0772 0.1375 0.533
H 3.9226 0.5086 2.3777 0.550
H 1.0165 -2.9535 3.6611 0.715
C -0.8608 2.9857 1.5766 -0.555
H -2.5907 1.6351 0.2663 0.062
C -1.3448 -3.1291 4.8368 -1.187
N -0.2926 -2.0536 2.2537 0.455
N -1.4720 3.3802 0.4170 0.969
H 3.3564 5.6797 -1.8446 0.375
H 2.7567 -1.2949 3.5943 0.545
H 1.4894 4.1544 0.8808 -0.049
C 0.7585 -1.9639 3.2729 -0.993
N 1.8717 -0.0142 2.1744 0.686
H 5.1735 -2.9859 -4.0138 0.443
C -4.0101 -0.6381 -4.1361 -1.164
H -2.2259 -0.8547 1.6042 0.078
C -1.3421 -3.8650 0.0488 -1.172
H -1.8816 -3.2119 -3.2057 0.459
H 1.3497 -5.8043 -4.1999 0.465
C -1.9918 -0.8621 -2.8546 -0.740
H -5.9221 -0.5916 -0.5457 0.530
C 1.3556 0.9263 3.1994 -1.617
H -4.7103 -0.7389 1.6260 0.589
H -2.6837 4.6830 2.1729 0.334
H 0.4181 -1.3860 4.1378 0.258
N -1.8915 -3.5038 1.3418 1.311
C -0.1335 1.2127 3.0272 -0.912
C -2.4889 2.5854 -0.2414 -1.120
H -3.5090 -3.8774 2.6296 0.367
C -3.1746 -4.1237 1.6244 -1.313
H -3.4485 3.1107 -0.2020 0.508
C -2.7056 -0.7957 -1.6313 -0.486
N 2.2697 -1.4008 -3.3995 -0.081
H 0.2412 3.9049 4.4273 0.258
H -3.1460 -5.2128 1.5216 0.391
H -1.0797 -5.4300 -3.8510 0.467
N 2.9038 3.9893 -0.6389 0.507
H 1.3704 1.3837 -3.8202 0.199
N 1.4844 -2.0414 -0.2671 -0.357
C 2.3791 4.6700 0.5272 -0.867
N 2.1876 1.7740 -0.2844 0.462
H 0.7488 5.1687 3.2992 0.386
H 2.1790 4.3831 -3.7650 0.367
H -2.2383 2.4016 -1.2868 0.276
H 4.1235 1.9988 0.5649 0.679
H 1.2355 4.7792 -2.3155 0.407
C 4.1069 -2.8787 -3.8789 -1.053
N -0.4234 1.7552 1.6979 0.487
N -0.5602 -1.0493 -2.7958 0.582
H 3.6221 -4.9271 -4.2365 0.449
H -2.2298 5.2856 -0.1114 0.414
C 3.1032 1.7556 0.8737 -0.553
C 1.4551 4.0007 -3.0405 -1.270
H -2.0854 4.9479 3.8121 0.376
H -2.0852 -3.6556 -0.7263 0.356
C -4.1047 -0.6860 -1.7166 1.577
H 2.8277 2.5226 1.5968 0.133
H -0.4798 -3.2805 5.4872 0.323
H 3.1062 4.7344 1.3418 0.249
C 2.2505 1.7017 -3.2592 -1.151
H -3.9144 -3.7443 0.9144 0.304
H 3.0079 2.0166 -3.9862 0.570
N -1.2033 -3.7914 3.5532 0.376
H -0.9622 4.6410 -1.1631 0.135
H 4.1728 4.1687 -2.2954 0.333
```